Entry 1:
{"formula": "C3H3ClN2", "method": "the ωB97M-V functional and the def2-TZVPD basis", "species": ["C", "N", "N", "Cl", "C", "H", "H", "C", "H"], "coordinates": [[-0.456, -0.723, -0.037], [1.394, 1.233, -0.658], [1.430, 1.213, 0.560], [2.492, -1.085, -0.020], [-1.484, 0.100, -0.017], [-1.379, 1.171, -0.175], [-2.592, -0.238, -0.058], [1.134, -0.038, -0.033], [-0.539, -1.634, 0.438]], "mulliken_charge": [-0.27, -0.25, -0.25, -0.22, -0.59, 0.24, 0.23, 0.79, 0.33], "total_energy_ev": -18658.3655, "smiles": "C=CC1(Cl)N=N1", "e_lumo_ha": 0.012}


Entry 2:
{"formula": "C3H3ClN2", "method": "the ωB97M-V functional and the def2-TZVPD basis", "species": ["C", "C", "H", "H", "C", "H", "N", "N", "Cl"], "coordinates": [[-0.318, -1.128, -0.003], [0.605, 0.881, -0.487], [0.469, 0.195, 1.538], [-0.934, -1.976, 0.440], [-0.197, 0.234, 0.638], [0.945, 1.949, -0.542], [0.276, -1.219, -1.137], [0.869, 0.050, -1.472], [-1.715, 1.013, 1.024]], "mulliken_charge": [-0.27, -0.31, 0.29, 0.36, 0.43, 0.38, -0.37, -0.36, -0.15], "total_energy_ev": -18660.2760, "smiles": "ClC1C=NN=C1", "e_lumo_ha": -0.009}


Number 2 is which compound? C3H3ClN2